(w)
17
Properties=species:S:1:pos:R:3:nbo_charge:R:1 method="wB97M-V/def2-TZVPD" gap_ha=0.4011 lumo_energy_ha=0.0254 smiles=CC1(C)C[C@]1(O)C#N spin_multiplicity=1
C -0.03 1.57 -0.23 -0.61
C 0.07 0.09 0.03 0.01
C -1.22 -0.67 -0.51 -0.61
C 0.81 -0.26 1.30 -0.40
C 1.48 -0.54 -0.05 0.10
O 1.50 -1.92 -0.30 -0.67
C 2.64 0.20 -0.27 0.25
N 3.53 0.86 -0.46 -0.30
H 1.00 2.08 -0.16 0.22
H -0.69 1.87 0.50 0.21
H -0.31 1.91 -1.20 0.22
H -1.62 -0.12 -1.32 0.21
H -2.03 -0.69 0.13 0.22
H -0.87 -1.67 -0.92 0.24
H 0.55 -1.08 1.84 0.22
H 1.22 0.53 1.76 0.21
H 2.10 -2.27 0.36 0.47


(x)
17
Properties=species:S:1:pos:R:3:nbo_charge:R:1 method="wB97M-V/def2-TZVPD" gap_ha=0.3166 lumo_energy_ha=0.0236 smiles="C=Cc1ccc[nH]1.O" spin_multiplicity=1
C 0.74 0.35 -2.18 -0.41
C -0.41 -0.24 -1.86 -0.19
C -0.61 -0.91 -0.59 0.06
C -1.80 -0.98 0.12 -0.26
C -1.50 -1.51 1.39 -0.30
C -0.16 -1.70 1.46 -0.06
N 0.37 -1.34 0.24 -0.50
H 1.60 0.40 -1.52 0.18
H 0.96 0.78 -3.16 0.20
H -1.29 -0.06 -2.47 0.22
H -2.74 -0.61 -0.25 0.22
H -2.22 -1.71 2.18 0.22
H 0.51 -2.08 2.22 0.21
H 1.33 -1.45 -0.03 0.41
O 2.22 4.51 1.23 -0.98
H 1.88 4.73 0.37 0.49
H 2.02 3.69 1.70 0.49


(y)
17
Properties=species:S:1:pos:R:3:nbo_charge:R:1 method="wB97M-V/def2-TZVPD" gap_ha=0.3826 lumo_energy_ha=0.0361 smiles="C=N[C@@H]1C(=C)[C@]1(C)O" spin_multiplicity=1
C -2.32 -1.53 0.42 -0.05
N -1.23 -1.22 -0.13 -0.41
C -0.32 -0.35 0.50 -0.17
C -0.11 0.91 -0.27 -0.02
C -0.68 2.03 -0.61 -0.36
C 0.96 -0.09 -0.30 0.24
C 2.27 0.20 0.41 -0.61
O 1.16 -0.87 -1.44 -0.69
H -2.62 -1.21 1.42 0.14
H -3.00 -2.17 -0.13 0.17
H -0.32 -0.30 1.59 0.20
H -1.67 2.30 -0.25 0.20
H -0.20 2.74 -1.26 0.20
H 2.93 0.74 -0.27 0.22
H 2.09 0.82 1.29 0.21
H 2.75 -0.72 0.70 0.22
H 0.31 -1.27 -1.66 0.49


Most stable: (x). Least stable: (y).


(w)
17
Properties=species:S:1:pos:R:3:nbo_charge:R:1 method="wB97M-V/def2-TZVPD" gap_ha=0.3548 lumo_energy_ha=0.0343 smiles="CN1CC=C[C@H]1C=O" spin_multiplicity=1
C 1.93 0.02 -0.04 -0.41
N 0.52 -0.07 -0.31 -0.45
C 0.01 1.00 -1.15 -0.24
C -1.50 1.04 -0.81 -0.17
C -1.71 0.32 0.30 -0.19
C -0.41 -0.34 0.81 -0.20
C -0.52 -1.85 0.94 0.45
O -0.95 -2.44 1.91 -0.52
H 2.33 -0.95 0.34 0.20
H 2.56 0.26 -0.96 0.22
H 2.10 0.76 0.83 0.17
H 0.39 2.03 -0.86 0.17
H 0.33 0.83 -2.22 0.21
H -2.24 1.51 -1.36 0.22
H -2.64 0.18 0.83 0.22
H -0.01 0.01 1.75 0.20
H -0.20 -2.32 0.01 0.12


(x)
17
Properties=species:S:1:pos:R:3:nbo_charge:R:1 method="wB97M-V/def2-TZVPD" gap_ha=0.3533 lumo_energy_ha=0.0357 spin_multiplicity=1
C 2.18 -0.70 0.06 -0.45
C 0.17 0.73 -0.95 -0.08
C -0.75 -0.54 -0.73 0.02
C -2.05 -0.03 -0.18 -0.43
C -0.89 0.17 1.00 0.06
C 0.17 1.19 0.55 -0.15
H 1.50 -1.63 -0.43 0.22
H 2.22 -0.51 1.32 0.23
H 3.25 -0.63 -0.60 0.21
H -0.08 1.24 -1.71 0.18
H -0.64 -1.23 -1.69 0.19
H -2.98 0.64 -0.78 0.24
H -2.80 -0.90 0.16 0.22
H -0.89 0.03 2.11 0.22
H 0.38 2.23 0.82 0.24
N 1.34 0.68 -0.16 -0.41
O -0.28 -1.12 0.43 -0.52


(y)
17
Properties=species:S:1:pos:R:3:nbo_charge:R:1 method="wB97M-V/def2-TZVPD" gap_ha=0.3819 lumo_energy_ha=0.0305 smiles="O=C1NC12CCCC2" spin_multiplicity=1
O 3.84 -0.06 0.53 -0.54
C 2.79 0.03 -0.01 0.65
N 2.25 0.13 -1.25 -0.67
C 1.34 0.09 0.25 0.10
C 0.48 -1.11 0.50 -0.44
C -0.85 -0.73 -0.16 -0.40
C -0.97 0.79 0.05 -0.41
C 0.45 1.30 0.37 -0.44
H 2.27 -0.62 -1.92 0.39
H 0.36 -1.21 1.58 0.23
H 0.91 -2.03 0.12 0.23
H -1.69 -1.28 0.26 0.22
H -0.80 -0.95 -1.23 0.20
H -1.37 1.28 -0.84 0.22
H -1.65 1.01 0.88 0.21
H 0.77 2.10 -0.29 0.24
H 0.51 1.67 1.40 0.22


Most stable: (y). Least stable: (x).


(w)
17
Properties=species:S:1:pos:R:3:nbo_charge:R:1 method="wB97M-V/def2-TZVPD" gap_ha=0.3189 lumo_energy_ha=0.0253 spin_multiplicity=1
C -1.11 -0.99 -1.35 0.43
C -1.32 -1.42 -2.54 -0.65
C -0.16 0.13 1.64 -0.58
C -1.49 0.03 0.85 -0.22
C 0.99 -0.78 1.14 0.31
C 2.28 1.09 0.06 -0.28
N -1.12 -0.10 -0.55 -0.43
O 1.98 -0.27 0.45 -0.48
H -2.08 -0.87 -3.11 0.24
H -0.84 -2.12 -3.16 0.23
H 0.06 1.22 1.90 0.20
H -0.36 -0.34 2.70 0.24
H -2.07 -0.78 1.23 0.20
H -2.03 1.02 0.95 0.22
H 3.37 1.33 0.38 0.20
H 1.46 1.75 0.36 0.19
H 2.42 1.10 -0.94 0.19


(x)
17
Properties=species:S:1:pos:R:3:nbo_charge:R:1 method="wB97M-V/def2-TZVPD" gap_ha=0.2542 lumo_energy_ha=-0.0281 spin_multiplicity=1
N 1.92 0.10 -1.54 -0.83
C 0.97 0.00 -0.51 0.10
C 0.52 -1.30 -0.15 -0.09
C -0.24 -1.48 0.95 -0.34
C -0.93 -0.43 1.57 -0.04
C -0.41 0.90 1.25 -0.62
C 0.62 1.08 0.21 -0.17
H 2.65 -0.59 -1.51 0.38
H 2.13 1.01 -1.90 0.39
H 1.01 -2.20 -0.51 0.21
H -0.36 -2.51 1.27 0.20
H 0.08 1.18 2.21 0.32
H -1.22 1.64 1.17 0.27
H 0.97 2.04 -0.13 0.21
H -3.31 0.42 -0.90 0.47
H -1.99 -0.08 -0.34 0.47
O -2.40 0.22 -1.16 -0.94


Most stable: (x). Least stable: (w).


(w)
17
Properties=species:S:1:pos:R:3:nbo_charge:R:1 method="wB97M-V/def2-TZVPD" gap_ha=0.3350 lumo_energy_ha=0.0324 smiles="C=Cc1cc[nH]c1.O" spin_multiplicity=1
C -1.02 -0.54 2.53 -0.41
C -1.42 -0.03 1.37 -0.17
C -0.59 0.52 0.30 -0.15
C 0.84 0.40 0.21 -0.31
C 1.24 1.02 -0.91 -0.06
N 0.12 1.39 -1.63 -0.52
C -1.02 1.12 -0.87 -0.04
H -1.76 -0.88 3.23 0.20
H -0.02 -0.39 2.91 0.19
H -2.44 -0.15 1.00 0.20
H 1.35 -0.02 1.06 0.22
H 2.16 1.40 -1.33 0.22
H 0.01 1.43 -2.63 0.41
H -1.99 1.33 -1.27 0.21
O 1.35 -2.79 -0.82 -0.94
H 1.51 -3.25 -0.01 0.46
H 1.44 -1.88 -0.56 0.47


(x)
17
Properties=species:S:1:pos:R:3:nbo_charge:R:1 method="wB97M-V/def2-TZVPD" gap_ha=0.3100 lumo_energy_ha=-0.0025 spin_multiplicity=1
C 0.43 0.56 -0.44 0.05
C -1.07 0.68 0.45 -0.46
C -0.69 -0.77 0.64 0.26
C -0.14 -0.81 -1.01 -0.44
C 0.81 -0.65 1.36 -0.16
C 1.28 0.38 0.57 -0.25
H 0.08 2.46 -1.61 0.38
H 1.72 2.04 -0.42 0.37
H -1.83 0.51 -0.25 0.19
H -1.53 1.20 1.46 0.21
H -1.61 -2.60 0.02 0.46
H -0.91 -0.92 -1.80 0.22
H 0.75 -1.44 -1.13 0.21
H 0.99 -1.08 2.25 0.21
H 2.53 0.50 0.15 0.22
N 0.89 1.53 -1.19 -0.80
O -1.72 -1.60 0.94 -0.67


Most stable: (w). Least stable: (x).


(w)
22
Properties=species:S:1:pos:R:3:mulliken_charge:R:1 method="wB97M-V/def2-TZVPD" gap_ha=0.2250 lumo_energy_ha=0.1345 charge=-1 spin_multiplicity=1
C 0.53 -2.13 1.16 0.02
N -0.33 -2.71 1.92 -0.84
C -0.93 1.42 1.24 -0.18
C -1.57 2.40 0.22 -0.59
O -0.82 2.61 -0.86 -0.87
C 0.34 -1.85 -0.36 -0.62
C 1.03 0.17 -1.94 -1.06
C 1.36 -0.83 -0.84 -0.42
H -0.47 -1.57 1.77 0.28
H 1.50 -1.71 1.54 0.41
H 0.01 1.86 1.57 0.27
H -0.69 0.49 0.73 -0.57
H -1.70 1.26 2.01 0.45
H -2.59 1.95 -0.11 0.16
H -1.96 3.33 0.74 0.28
H 0.31 -2.89 -0.71 0.40
H -0.69 -1.48 -0.42 0.42
H 0.67 -0.34 -2.84 0.29
H 0.19 0.83 -1.69 0.21
H 1.93 0.75 -2.14 0.31
H 2.32 -1.33 -1.03 0.36
H 1.54 -0.22 0.06 0.28


(x)
22
Properties=species:S:1:pos:R:3:nbo_charge:R:1 method="wB97M-V/def2-TZVPD" gap_ha=0.1641 lumo_energy_ha=0.0704 charge=-1 spin_multiplicity=1
C 2.32 0.32 0.76 -0.01
O 2.73 -0.94 0.50 -0.96
C 1.51 1.00 -0.45 -0.49
C 0.58 -0.09 -0.99 -0.42
C -0.21 -0.91 0.01 -0.42
C -1.22 -0.09 0.81 -0.40
C -2.35 0.57 -0.02 -0.05
N -2.94 -0.31 -0.87 -0.65
H 3.13 1.03 0.93 0.09
H 1.67 0.39 1.67 0.06
H 2.35 1.13 -1.15 0.19
H 1.25 2.03 -0.20 0.18
H -0.17 0.23 -1.75 0.16
H 1.17 -0.90 -1.48 0.25
H 0.45 -1.43 0.75 0.27
H -0.73 -1.80 -0.40 0.20
H -1.86 -0.49 1.59 0.20
H -0.65 0.80 1.18 0.21
H -1.93 1.51 -0.50 0.15
H -3.15 1.00 0.77 0.04
H -3.58 1.38 1.47 0.05
H -2.49 -0.14 -1.76 0.34


Most stable: (w). Least stable: (x).


(w)
17
Properties=species:S:1:pos:R:3:nbo_charge:R:1 method="wB97M-V/def2-TZVPD" gap_ha=0.3208 lumo_energy_ha=0.0183 smiles="C=C/C=C/O.O.O" spin_multiplicity=1
C 0.12 2.52 0.08 -0.40
C -0.40 1.54 0.83 -0.22
C 0.09 0.16 0.97 -0.39
C 1.41 -0.13 0.99 0.21
O 1.86 -1.37 0.61 -0.68
H -0.31 3.51 0.01 0.20
H 1.16 2.38 -0.23 0.19
H -1.24 1.81 1.47 0.20
H -0.60 -0.64 1.18 0.22
H 2.21 0.58 1.08 0.18
H 1.18 -1.84 0.11 0.50
O 0.26 -1.17 -1.94 -0.96
H -0.68 -1.21 -1.70 0.48
H 0.19 -0.85 -2.85 0.47
O -2.60 -0.86 -0.49 -0.95
H -2.33 0.04 -0.26 0.48
H -3.19 -0.73 -1.23 0.47


(x)
17
Properties=species:S:1:pos:R:3:nbo_charge:R:1 method="wB97M-V/def2-TZVPD" gap_ha=0.2779 lumo_energy_ha=0.0154 spin_multiplicity=1
C 1.60 0.80 -0.08 -0.26
O 0.84 -0.46 0.02 -0.42
C 0.57 -1.23 -1.34 -0.59
C -0.48 -0.60 0.68 0.37
O -0.45 0.04 1.90 -0.72
C -1.70 -0.07 -0.08 -0.11
O -1.56 1.31 -0.37 -0.71
H 1.93 1.19 0.90 0.19
H 1.01 1.54 -0.61 0.21
H 2.51 0.59 -0.67 0.22
H 0.35 -0.33 -1.94 0.12
H 1.58 -1.58 -1.61 0.14
H -0.54 -1.70 0.74 0.21
H 0.23 -0.40 2.42 0.48
H -2.59 -0.25 0.57 0.18
H -1.87 -0.61 -1.02 0.23
H -1.44 1.75 0.49 0.47


(y)
17
Properties=species:S:1:pos:R:3:nbo_charge:R:1 method="wB97M-V/def2-TZVPD" gap_ha=0.3157 lumo_energy_ha=0.0187 smiles="C=CC(=C)O.O.O" spin_multiplicity=1
C 3.28 1.38 1.77 -0.34
C 1.96 1.35 1.72 -0.25
C 1.35 0.64 0.53 0.33
C 1.86 0.28 -0.66 -0.59
O -0.02 0.47 0.75 -0.69
H 3.92 1.97 2.44 0.20
H 3.84 1.01 0.93 0.20
H 1.23 1.75 2.41 0.23
H 1.29 -0.42 -1.25 0.20
H 2.53 1.01 -1.10 0.22
H -0.37 -0.04 0.01 0.50
O -3.96 -2.71 -1.76 -0.96
H -3.36 -3.38 -1.41 0.48
H -4.53 -3.08 -2.43 0.48
O -2.62 -0.04 -0.63 -0.96
H -3.10 -0.75 -1.04 0.49
H -3.29 0.57 -0.28 0.48


Most stable: (w). Least stable: (x).


(w)
17
Properties=species:S:1:pos:R:3:nbo_charge:R:1 method="wB97M-V/def2-TZVPD" gap_ha=0.4139 lumo_energy_ha=0.0275 smiles="CCCC(=O)O.O" spin_multiplicity=1
C -0.14 -0.85 1.01 -0.61
C -0.05 0.61 1.41 -0.39
C 0.57 1.56 0.32 -0.53
C 0.95 2.84 0.97 0.78
O 1.39 3.00 2.10 -0.57
O 0.49 3.96 0.31 -0.71
H 0.83 -1.33 0.81 0.21
H -0.70 -1.36 1.77 0.22
H -0.69 -0.79 0.05 0.20
H -0.94 1.13 1.85 0.21
H 0.58 0.76 2.27 0.22
H -0.08 1.76 -0.54 0.23
H 1.48 0.99 0.06 0.24
H 1.36 4.44 0.28 0.49
O -1.80 -5.37 -4.55 -0.94
H -2.32 -6.00 -3.96 0.47
H -0.93 -5.35 -4.15 0.47


(x)
17
Properties=species:S:1:pos:R:3:nbo_charge:R:1 method="wB97M-V/def2-TZVPD" gap_ha=0.4040 lumo_energy_ha=0.0351 smiles=COC[C@@H]1CO1.O spin_multiplicity=1
C 2.59 0.63 -0.35 -0.25
O 1.63 -0.14 0.32 -0.53
C 0.51 -0.39 -0.48 -0.10
C -0.50 -1.11 0.35 0.04
C -1.89 -1.13 -0.07 -0.12
O -1.33 -0.33 1.19 -0.52
H 3.42 0.76 0.35 0.20
H 2.20 1.61 -0.64 0.17
H 2.96 0.12 -1.25 0.16
H 0.08 0.55 -0.87 0.20
H 0.78 -1.02 -1.35 0.17
H -0.11 -1.99 0.86 0.19
H -2.56 -1.91 0.25 0.20
H -2.20 -0.61 -0.96 0.21
O -1.90 1.81 -0.23 -0.98
H -1.63 1.26 0.53 0.49
H -2.85 1.90 -0.11 0.46


Most stable: (w). Least stable: (x).


(w)
88
Properties=species:S:1:pos:R:3:mulliken_charge:R:1 method="wB97M-V/def2-TZVPD" gap_ha=0.2612 lumo_energy_ha=-0.1162 charge=+1 spin_multiplicity=1
Pt 0.14 0.15 0.19 0.73
O -1.51 1.07 -0.45 -0.81
C -2.78 0.89 -0.13 0.49
C -3.75 1.59 -0.87 -0.64
C -5.08 1.48 -0.57 -0.48
C -5.51 0.65 0.48 -0.86
C -4.58 -0.04 1.21 -0.77
C -3.20 0.06 0.91 0.50
C -2.23 -0.63 1.71 0.49
N -0.90 -0.41 1.79 0.01
C -0.41 -1.20 2.83 -0.29
C -1.42 -1.90 3.36 -0.77
N -2.55 -1.55 2.64 -0.05
H -3.40 2.24 -1.67 0.46
H -5.81 2.04 -1.14 0.41
H -6.56 0.58 0.73 0.40
H -4.91 -0.65 2.04 0.28
H 0.61 -1.15 3.14 0.54
H -1.45 -2.61 4.18 0.47
H -3.47 -1.91 2.79 0.21
C 3.15 -0.95 1.67 -1.79
P 1.85 -1.30 0.47 0.57
C 1.19 -2.95 0.90 1.08
C 0.03 -3.39 0.25 -0.26
C -0.48 -4.65 0.51 -0.84
C 0.16 -5.48 1.43 -0.54
C 1.30 -5.05 2.07 -0.74
C 1.82 -3.79 1.81 -0.46
C 2.69 -1.71 -1.09 1.01
C 4.05 -1.95 -1.15 -0.31
C 4.63 -2.38 -2.35 -0.90
C 3.83 -2.57 -3.47 -0.25
C 2.47 -2.31 -3.41 -0.99
C 1.90 -1.87 -2.23 -0.08
H 3.90 -1.73 1.70 0.56
H 2.71 -0.84 2.66 0.41
H 3.63 0.00 1.41 0.34
H -0.48 -2.74 -0.44 0.25
H -1.38 -4.98 0.01 0.45
H -0.24 -6.47 1.62 0.42
H 1.81 -5.70 2.78 0.45
H 2.71 -3.47 2.33 0.27
H 4.69 -1.81 -0.29 0.23
H 5.69 -2.56 -2.39 0.45
H 4.28 -2.91 -4.40 0.41
H 1.85 -2.45 -4.29 0.33
H 0.84 -1.65 -2.19 0.18
C 4.61 1.23 -2.07 -2.06
C 4.25 2.64 -2.56 3.01
C 4.37 3.58 -1.36 -2.27
C 5.28 3.08 -3.62 -1.70
Si 2.50 2.72 -3.33 -1.35
Br 1.16 1.60 -1.73 0.12
C 1.67 4.43 -3.32 2.41
C 0.32 4.39 -4.05 -1.93
C 2.60 5.44 -4.03 -1.72
C 1.38 4.97 -1.91 -1.78
C 2.27 1.72 -4.93 2.87
C 2.66 2.61 -6.13 -1.85
C 3.16 0.47 -4.96 -1.85
C 0.83 1.23 -5.12 -1.72
H 5.61 1.27 -1.61 0.63
H 4.65 0.49 -2.86 0.21
H 3.91 0.87 -1.31 0.15
H 5.37 3.45 -0.92 0.60
H 3.64 3.35 -0.58 0.35
H 4.27 4.63 -1.63 0.41
H 6.27 3.10 -3.15 0.53
H 5.08 4.08 -4.01 0.30
H 5.34 2.39 -4.47 0.34
H 0.42 4.19 -5.12 0.32
H -0.15 5.37 -3.95 0.59
H -0.35 3.66 -3.61 0.29
H 2.88 5.12 -5.04 0.31
H 3.52 5.61 -3.47 0.31
H 2.09 6.40 -4.12 0.55
H 0.63 4.36 -1.39 0.30
H 0.97 5.98 -2.01 0.54
H 2.26 5.04 -1.27 0.33
H 3.68 2.99 -6.05 0.33
H 1.99 3.45 -6.27 0.35
H 2.61 2.00 -7.04 0.54
H 4.23 0.71 -4.95 0.23
H 2.96 -0.08 -5.88 0.76
H 2.95 -0.19 -4.12 -0.10
H 0.10 2.05 -5.19 0.35
H 0.51 0.57 -4.32 0.19
H 0.77 0.67 -6.06 0.54


(x)
88
Properties=species:S:1:pos:R:3:mulliken_charge:R:1 method="wB97M-V/def2-TZVPD" gap_ha=0.2628 lumo_energy_ha=-0.1298 charge=+1 spin_multiplicity=1
Pt -0.58 0.11 0.86 0.80
O -0.63 0.56 -1.04 -1.07
C -1.55 1.32 -1.64 0.32
C -1.98 0.92 -2.91 -0.14
C -2.84 1.71 -3.65 -0.72
C -3.31 2.92 -3.13 -0.80
C -2.91 3.31 -1.87 -0.83
C -2.04 2.52 -1.11 0.56
C -1.64 2.94 0.22 0.65
N -1.10 2.17 1.15 -0.08
C -0.93 2.95 2.28 0.01
C -1.35 4.20 2.02 -0.74
N -1.80 4.19 0.72 -0.04
H -1.59 -0.01 -3.30 0.59
H -3.14 1.39 -4.64 0.44
H -3.97 3.54 -3.71 0.41
H -3.30 4.24 -1.47 0.35
H -0.50 2.55 3.18 -0.11
H -1.40 5.09 2.64 0.42
H -2.16 4.97 0.21 0.17
C -3.50 -1.60 0.86 -1.66
P -1.77 -1.77 0.35 1.65
C -1.30 -3.40 1.03 0.35
C -1.73 -4.56 0.39 -0.64
C -1.43 -5.80 0.92 -0.78
C -0.67 -5.90 2.08 -0.84
C -0.23 -4.75 2.71 -0.37
C -0.55 -3.50 2.20 0.74
C -1.80 -2.12 -1.42 0.08
C -2.97 -2.13 -2.17 -0.33
C -2.93 -2.51 -3.50 -0.78
C -1.74 -2.89 -4.09 -0.51
C -0.56 -2.85 -3.35 -0.78
C -0.59 -2.45 -2.02 -0.41
H -4.02 -2.53 0.66 0.53
H -3.97 -0.77 0.32 0.46
H -3.53 -1.38 1.93 0.39
H -2.32 -4.50 -0.52 0.40
H -1.78 -6.70 0.42 0.43
H -0.43 -6.87 2.50 0.40
H 0.36 -4.82 3.62 0.39
H -0.21 -2.60 2.69 -0.54
H -3.91 -1.83 -1.73 0.35
H -3.85 -2.52 -4.08 0.46
H -1.71 -3.20 -5.12 0.40
H 0.38 -3.12 -3.81 0.42
H 0.33 -2.40 -1.45 0.44
C 4.94 -1.00 3.79 -2.02
C 3.78 -1.68 4.56 2.30
C 3.41 -2.95 3.77 -1.70
C 4.33 -2.08 5.94 -1.63
Si 2.31 -0.48 4.80 -1.00
Br 1.38 -0.39 2.61 0.05
C 2.76 1.35 5.10 2.34
C 1.47 2.18 5.27 -1.52
C 3.55 1.99 3.94 -1.81
C 3.61 1.48 6.38 -1.73
C 0.90 -1.15 5.90 2.74
C 1.20 -0.81 7.38 -1.92
C -0.47 -0.57 5.53 -1.76
C 0.78 -2.68 5.78 -1.76
H 5.74 -1.73 3.67 0.61
H 5.35 -0.16 4.33 0.37
H 4.63 -0.68 2.79 0.35
H 4.33 -3.50 3.55 0.58
H 2.92 -2.72 2.82 0.28
H 2.76 -3.61 4.34 0.34
H 5.19 -2.74 5.81 0.52
H 3.59 -2.62 6.54 0.29
H 4.65 -1.22 6.52 0.29
H 0.78 2.02 4.44 -0.21
H 1.73 3.24 5.29 0.68
H 0.96 1.95 6.21 0.29
H 3.04 1.88 2.98 0.26
H 4.55 1.57 3.84 0.34
H 3.66 3.06 4.14 0.58
H 3.12 1.06 7.26 0.33
H 3.80 2.54 6.58 0.51
H 4.57 0.98 6.26 0.32
H 1.14 0.26 7.57 0.38
H 2.18 -1.16 7.70 0.36
H 0.45 -1.31 8.01 0.51
H -0.53 0.51 5.67 0.32
H -1.23 -1.03 6.17 0.58
H -0.74 -0.79 4.50 0.23
H 1.64 -3.20 6.21 0.36
H 0.67 -2.99 4.74 -0.18
H -0.11 -3.01 6.33 0.65


Most stable: (w). Least stable: (x).